1.
Here is a single C16H23N3O2S molecule from OMol25. Energies are from ωB97M-V with the def2-TZVPD basis set.

```
45
Properties=species:S:1:pos:R:3:nbo_charge:R:1
C 1.357 0.139 -3.419 -0.60
C 0.192 -0.120 -2.471 -0.41
C -1.090 -0.451 -3.231 -0.40
C -2.297 -0.597 -2.303 -0.21
N -2.076 -1.553 -1.229 -0.47
C -2.094 -2.920 -1.705 -0.41
C -2.984 -1.343 -0.111 -0.22
C -2.453 -0.226 0.793 -0.23
N -1.088 -0.526 1.156 -0.63
C -0.646 -0.542 2.420 0.67
O -1.304 -0.221 3.388 -0.63
C 0.826 -0.973 2.536 -0.31
N 1.686 -0.101 1.771 -0.44
C 2.204 -0.514 0.582 0.54
O 2.002 -1.577 0.054 -0.62
S 3.234 0.780 -0.095 0.30
C 2.864 1.826 1.262 -0.23
C 3.306 3.116 1.487 -0.21
C 2.871 3.768 2.627 -0.22
C 2.005 3.143 3.516 -0.18
C 1.561 1.851 3.294 -0.27
C 2.004 1.187 2.160 0.22
H 2.264 0.348 -2.857 0.21
H 1.537 -0.732 -4.045 0.20
H 1.147 0.989 -4.065 0.20
H 0.444 -0.954 -1.815 0.22
H 0.026 0.764 -1.850 0.19
H -0.941 -1.365 -3.808 0.19
H -1.310 0.350 -3.942 0.20
H -2.494 0.377 -1.848 0.19
H -3.185 -0.872 -2.900 0.17
H -1.871 -3.593 -0.878 0.20
H -3.063 -3.206 -2.143 0.16
H -1.321 -3.047 -2.459 0.20
H -3.024 -2.264 0.475 0.20
H -4.008 -1.101 -0.435 0.18
H -2.487 0.740 0.278 0.19
H -3.040 -0.153 1.711 0.24
H -0.534 -0.902 0.396 0.43
H 0.944 -1.985 2.136 0.25
H 1.121 -0.956 3.587 0.23
H 3.971 3.593 0.785 0.22
H 3.204 4.775 2.823 0.22
H 1.668 3.671 4.394 0.22
H 0.873 1.377 3.976 0.24
```

Values from the calculation:
SMILES: CCCCN(C)CCNC(=O)Cn1c(=O)sc2ccccc21
Relative energy (zero: lowest compared OMol25 entry of this formula, charge and spin) (kcal per mole): 1.2
Lowest unoccupied orbital energy (eV): 0.70
Max |F| (eV/Å): 0.6
E (eV): -36367.3979
Kohn-Sham gap (eV): 9.2



2.
Here is a single C16H23N3O3 molecule in a non-equilibrium geometry from OMol25. Energies are from ωB97M-V with the def2-TZVPD basis set.

```
45
Properties=species:S:1:pos:R:3:nbo_charge:R:1
C 1.856 -4.781 -0.038 -0.62
C 1.753 -3.649 0.980 -0.22
N 0.858 -2.595 0.517 -0.45
C -0.520 -2.734 0.936 -0.21
C -0.749 -2.283 2.380 -0.62
C 1.410 -1.650 -0.276 0.69
O 2.600 -1.686 -0.546 -0.64
C 0.580 -0.521 -0.896 -0.31
C -0.321 -0.993 -2.041 -0.39
C -0.897 0.238 -2.737 -0.40
C -1.617 1.105 -1.706 -0.20
N -0.737 1.491 -0.626 -0.42
C -0.538 2.788 -0.267 0.23
C -0.438 3.795 -1.248 -0.26
C -0.068 5.078 -0.928 -0.16
C 0.231 5.432 0.386 -0.26
C 0.089 4.491 1.376 -0.17
C -0.337 3.194 1.073 0.00
N -0.699 2.379 2.182 0.51
O -1.571 1.537 2.021 -0.40
O -0.170 2.599 3.258 -0.39
C -0.179 0.373 0.096 -0.20
H 0.878 -5.213 -0.240 0.20
H 2.510 -5.561 0.341 0.21
H 2.270 -4.398 -0.966 0.22
H 2.740 -3.208 1.130 0.23
H 1.381 -4.026 1.934 0.19
H -1.172 -2.174 0.270 0.20
H -0.790 -3.792 0.844 0.20
H -0.482 -1.239 2.513 0.22
H -0.156 -2.875 3.072 0.21
H -1.798 -2.405 2.636 0.22
H 1.348 0.118 -1.352 0.24
H 0.266 -1.588 -2.743 0.22
H -1.139 -1.616 -1.676 0.19
H -1.598 -0.058 -3.518 0.21
H -0.090 0.810 -3.198 0.20
H -2.043 1.993 -2.169 0.21
H -2.445 0.526 -1.271 0.19
H -0.607 3.538 -2.282 0.22
H 0.017 5.816 -1.713 0.22
H 0.548 6.434 0.625 0.22
H 0.260 4.736 2.414 0.25
H 0.541 0.735 0.833 0.22
H -0.978 -0.159 0.620 0.20
```

Values from the calculation:
SMILES: CCN(CC)C(=O)[C@H]1CCCN(c2ccccc2[N+](=O)[O-])C1
Relative energy (zero: lowest compared OMol25 entry of this formula, charge and spin) (kcal per mole): 107.3
Lowest unoccupied orbital energy (eV): -0.26
Max |F| (eV/Å): 1.4
E (eV): -27575.6980
Kohn-Sham gap (eV): 7.9



3.
Here is a single C16H23N3O3S molecule in a non-equilibrium geometry from OMol25. Energies are from ωB97M-V with the def2-TZVPD basis set.

```
46
Properties=species:S:1:pos:R:3:nbo_charge:R:1
O -0.429 -0.733 1.316 -0.64
C -0.094 -0.947 0.169 0.69
C -0.932 -0.644 -1.081 -0.30
N -2.313 -0.278 -0.960 -0.45
C -2.645 1.055 -0.505 -0.21
C -2.870 1.169 1.006 -0.43
C -3.941 0.170 1.433 -0.39
C -3.497 -1.234 1.031 -0.43
C -3.245 -1.278 -0.479 -0.21
N 1.104 -1.523 -0.103 -0.46
C 1.749 -1.680 -1.391 -0.24
C 3.229 -1.922 -1.020 -0.25
N 3.344 -1.552 0.374 -0.64
S 3.908 0.014 0.678 2.31
O 5.013 0.215 -0.211 -0.94
O 4.115 0.093 2.089 -0.93
C 2.590 1.149 0.229 -0.36
C 1.704 1.580 1.198 -0.18
C 0.701 2.469 0.848 -0.19
C 0.601 2.917 -0.460 -0.20
C 1.502 2.486 -1.422 -0.24
C 2.507 1.598 -1.075 -0.15
C 2.063 -1.832 0.951 -0.07
H -0.887 -1.532 -1.723 0.21
H -0.421 0.172 -1.609 0.22
H -1.854 1.736 -0.827 0.19
H -3.573 1.340 -1.019 0.18
H -3.172 2.189 1.252 0.20
H -1.942 0.938 1.528 0.23
H -4.097 0.221 2.512 0.21
H -4.888 0.412 0.941 0.19
H -4.262 -1.969 1.291 0.20
H -2.580 -1.481 1.564 0.23
H -2.881 -2.265 -0.776 0.19
H -4.196 -1.098 -0.998 0.18
H 1.333 -2.531 -1.940 0.20
H 1.627 -0.778 -1.997 0.21
H 3.488 -2.980 -1.120 0.21
H 3.933 -1.327 -1.598 0.25
H 1.820 1.232 2.212 0.25
H 0.002 2.813 1.594 0.23
H -0.173 3.621 -0.729 0.22
H 1.429 2.850 -2.436 0.22
H 3.247 1.272 -1.790 0.23
H 2.000 -2.898 1.214 0.20
H 1.884 -1.228 1.841 0.25
```

Values from the calculation:
SMILES: O=C(CN1CCCCC1)N1CCN(S(=O)(=O)c2ccccc2)C1
Relative energy (zero: lowest compared OMol25 entry of this formula, charge and spin) (kcal per mole): 60.8
Lowest unoccupied orbital energy (eV): 0.47
Max |F| (eV/Å): 1.1
E (eV): -38413.0896
Kohn-Sham gap (eV): 8.6



4.
Here is a gas-phase ion, C16H23N4O2S3 (charge +1) in a non-equilibrium geometry from OMol25. Energies are from ωB97M-V with the def2-TZVPD basis set.

```
48
Properties=species:S:1:pos:R:3:nbo_charge:R:1
O 1.591 3.600 0.425 -0.68
O -2.526 -7.083 1.027 -0.63
N 0.161 0.949 0.565 -0.40
N -2.140 -1.849 1.145 -0.45
S 0.816 -1.166 1.951 0.47
S -3.613 -1.312 -0.936 0.46
C 2.087 2.600 1.002 0.69
C -1.955 -6.097 1.502 0.67
C -0.290 -0.248 0.897 0.10
C -3.273 -2.173 0.553 0.09
C 1.910 0.180 1.860 -0.39
C -2.198 -0.372 -0.653 -0.38
C 1.412 1.250 1.143 -0.02
C -1.545 -0.804 0.444 0.01
N -2.570 -4.875 1.499 -0.63
N 3.382 2.680 1.492 -0.61
S 3.252 5.993 -1.432 0.82
C -0.663 -6.255 2.271 -0.71
C 1.732 5.555 -2.339 -0.75
C 2.430 6.534 0.132 -0.77
C -4.139 -3.114 1.257 -0.48
C -3.850 -4.568 0.847 -0.19
C 4.206 3.834 1.348 -0.23
C 3.914 4.278 -1.191 -0.53
C 4.880 3.975 -0.019 -0.42
H 2.847 0.213 2.410 0.23
H -1.849 0.432 -1.296 0.26
H -2.048 -4.104 1.833 0.40
H 3.808 1.865 1.878 0.40
H -0.157 -7.176 1.961 0.25
H 0.011 -5.401 2.092 0.21
H -0.927 -6.347 3.342 0.24
H 0.979 6.323 -2.186 0.26
H 1.326 4.565 -2.034 0.28
H 1.975 5.502 -3.419 0.26
H 3.200 6.707 0.928 0.25
H 1.738 5.767 0.472 0.29
H 1.898 7.496 0.109 0.27
H -5.171 -2.951 0.912 0.24
H -4.068 -3.040 2.359 0.25
H -4.584 -5.282 1.229 0.23
H -3.780 -4.691 -0.228 0.20
H 5.016 3.809 2.106 0.23
H 3.624 4.743 1.547 0.21
H 4.439 4.015 -2.104 0.26
H 3.039 3.612 -1.120 0.27
H 5.415 3.036 -0.170 0.24
H 5.656 4.794 -0.009 0.23
```

Values from the calculation:
Net charge: +1
Relative energy (zero: lowest compared OMol25 entry of this formula, charge and spin) (kcal per mole): 5.9
Lowest unoccupied orbital energy (eV): -2.70
Max |F| (eV/Å): 2.8
E (eV): -59520.2399
Kohn-Sham gap (eV): 8.2



5.
Here is a molecular structure, C16H23N6PtS in a non-equilibrium geometry from OMol25. Energies are from ωB97M-V with the def2-TZVPD basis set.

```
47
Properties=species:S:1:pos:R:3:mulliken_spin:R:1
Pt -0.327 0.663 -0.174 0.07
C 4.725 4.824 0.870 0.00
C 3.439 4.477 0.136 0.00
N 3.227 3.045 0.157 0.15
C 2.030 2.457 0.223 0.04
S 1.973 0.727 -0.150 0.08
N 0.950 3.118 0.559 0.29
N -0.192 2.474 0.436 0.34
C -1.372 3.057 0.835 0.28
C -1.349 4.301 1.650 -0.03
C -2.512 2.363 0.415 0.17
C -3.845 2.849 0.488 0.14
C -4.867 2.140 -0.073 -0.02
C -4.585 0.921 -0.726 0.20
C -3.293 0.452 -0.729 -0.04
N -2.281 1.116 -0.169 0.19
H 4.915 5.892 0.821 0.00
H 5.569 4.296 0.430 0.00
H 4.651 4.541 1.916 0.00
H 3.499 4.821 -0.906 0.01
H 2.575 4.946 0.610 0.00
H 4.010 2.456 -0.091 0.00
H -0.557 4.237 2.398 0.02
H -2.299 4.454 2.153 0.00
H -1.132 5.165 1.021 0.04
H -4.025 3.799 0.962 0.02
H -5.880 2.507 -0.031 0.00
H -5.367 0.362 -1.208 0.01
H -3.045 -0.494 -1.195 0.01
N -0.529 -1.241 -0.631 -0.01
C -0.392 -2.397 -0.608 0.03
N -0.301 -3.671 -0.553 0.00
C -0.550 -4.537 -1.694 0.00
C 0.649 -5.458 -1.909 0.00
C 0.929 -6.238 -0.626 0.00
C 1.191 -5.276 0.532 0.00
C 0.003 -4.334 0.709 0.00
H -0.748 -3.920 -2.572 0.00
H -1.443 -5.138 -1.484 0.00
H 1.523 -4.866 -2.183 0.00
H 0.429 -6.138 -2.733 0.00
H 1.786 -6.895 -0.765 0.00
H 0.067 -6.863 -0.390 0.00
H 2.095 -4.696 0.337 0.00
H 1.337 -5.826 1.462 0.00
H 0.206 -3.572 1.463 0.00
H -0.884 -4.900 1.019 0.00
```

Values from the calculation:
Net charge: +1
2S+1: 3
Lowest unoccupied orbital energy (alpha / beta) (eV): -1.99 / -5.32
Max |F| (eV/Å): 2.4
E (eV): -39981.7732
Expectation value of S²: 2.03
Kohn-Sham gap (alpha / beta) (eV): 7.2 / 5.7



6.
Here is a single C16H23N7O4 molecule in a non-equilibrium geometry from OMol25. Energies are from ωB97M-V with the def2-TZVPD basis set.

```
50
Properties=species:S:1:pos:R:3:nbo_charge:R:1
C -3.549 -2.727 -2.075 -0.63
C -4.593 -1.726 -1.601 -0.07
O -4.183 -1.111 -0.378 -0.51
C -4.455 -1.759 0.752 0.79
O -5.111 -2.763 0.831 -0.60
C -3.829 -1.059 1.957 -0.33
N -3.165 0.174 1.639 -0.57
C -1.958 0.165 1.032 0.62
N -1.262 -0.979 1.048 -0.60
C -0.076 -0.890 0.481 0.73
O 0.600 -2.061 0.432 -0.46
C 1.946 -2.068 0.269 0.43
C 2.510 -3.149 -0.470 -0.20
C 3.854 -3.210 -0.588 -0.24
C 4.703 -2.205 0.022 0.57
O 5.919 -2.163 -0.030 -0.63
N 3.998 -1.236 0.725 -0.20
C 4.750 -0.212 1.412 -0.41
N 2.683 -1.167 0.843 -0.22
N 0.453 0.171 -0.082 -0.61
C -0.319 1.273 -0.040 0.62
N 0.160 2.379 -0.620 -0.40
C -0.603 3.606 -0.608 -0.21
C -0.093 4.607 0.425 -0.62
C 1.481 2.361 -1.214 -0.21
C 2.594 2.318 -0.171 -0.63
N -1.534 1.310 0.514 -0.61
H -3.836 -3.125 -3.044 0.22
H -3.472 -3.545 -1.363 0.22
H -2.579 -2.243 -2.158 0.21
H -4.704 -0.904 -2.311 0.19
H -5.557 -2.222 -1.445 0.20
H -4.600 -0.890 2.711 0.23
H -3.080 -1.747 2.361 0.26
H -3.731 0.984 1.436 0.41
H 1.849 -3.882 -0.906 0.23
H 4.351 -3.998 -1.132 0.24
H 5.579 -0.680 1.942 0.23
H 5.162 0.498 0.694 0.21
H 4.084 0.298 2.103 0.22
H -1.633 3.334 -0.377 0.24
H -0.563 4.049 -1.609 0.19
H -0.743 5.478 0.443 0.21
H 0.916 4.936 0.186 0.20
H -0.091 4.152 1.412 0.21
H 1.574 3.252 -1.839 0.20
H 1.560 1.472 -1.845 0.22
H 2.541 3.175 0.495 0.20
H 3.561 2.320 -0.669 0.21
H 2.494 1.407 0.411 0.24
```

Values from the calculation:
SMILES: CCOC(=O)CNc1nc(Oc2ccc(=O)n(C)n2)nc(N(CC)CC)n1
Relative energy (zero: lowest compared OMol25 entry of this formula, charge and spin) (kcal per mole): 1.0
Lowest unoccupied orbital energy (eV): 0.24
Max |F| (eV/Å): 1.5
E (eV): -35587.1475
Kohn-Sham gap (eV): 8.9